## a
Density functional theory data (wB97M-V/def2-TZVPD) for a cluster of 2 separate species, C2H2O3 in total.

XYZ file:
```
7
Properties=species:S:1:pos:R:3:lowdin_charge:R:1
C 1.9215 -0.0121 0.0275 -0.054
C -0.1898 1.4317 0.0595 -0.354
O 2.9460 0.5672 0.0224 0.034
O -0.4469 2.5838 -0.0804 0.106
O -0.9327 0.3542 0.0496 0.071
H 1.9492 -1.1147 -0.1808 0.089
H -1.8217 0.3471 -0.2770 0.108
```

Values from the calculation:
E_LUMO (alpha / beta), eV: -0.15 / -0.44
Charge: 0
Frontier orbital gap (alpha / beta), eV: 8.6 / 8.2
Highest occupied orbital energy (alpha / beta), eV: -8.744 / -8.658

## b
Density functional theory data (wB97M-V/def2-TZVPD) for a cluster of 2 separate species, C2H2O3 in total.

XYZ file:
```
7
Properties=species:S:1:pos:R:3:lowdin_charge:R:1
C -1.6690 0.2181 -0.3320 -0.055
C 1.0867 -0.4224 0.1146 -0.241
O -2.2678 -0.2730 0.5445 0.039
O 1.9587 0.5018 -0.3678 0.034
O 1.4542 0.4557 1.0293 0.038
H -1.7249 1.0359 -1.0873 0.073
H 1.1621 -1.5162 0.0986 0.113
```

Values from the calculation:
E_LUMO (alpha / beta), eV: 0.60 / 0.44
Charge: 0
Frontier orbital gap (alpha / beta), eV: 9.0 / 8.3
Highest occupied orbital energy (alpha / beta), eV: -8.422 / -7.869

## c
Density functional theory data (wB97M-V/def2-TZVPD) for a cluster of 2 separate species, C2H2O3 in total.

XYZ file:
```
7
Properties=species:S:1:pos:R:3:lowdin_charge:R:1
C -0.4657 -1.0487 -0.4282 -0.138
C 0.4368 1.6599 -0.0577 -0.135
O -0.4157 -1.2425 0.7648 -0.002
O 0.2541 1.7361 1.2078 0.101
O 1.2834 0.8618 0.5465 0.034
H -0.7887 -1.9098 -1.1243 0.106
H -0.3041 -0.0568 -0.9090 0.035
```

Values from the calculation:
E_LUMO, eV: -0.41
Charge: 0
Frontier orbital gap, eV: 9.9
Highest occupied orbital energy, eV: -10.350

Most stable: a (next structure +274.8 kJ/mol)

## a
Density functional theory data (wB97M-V/def2-TZVPD) for a cluster of 2 separate species, C3H3I2N in total.

XYZ file:
```
9
Properties=species:S:1:pos:R:3:lowdin_charge:R:1
C -0.6368 -1.7290 0.2622 -0.255
C -0.3450 0.6446 -0.5317 -0.471
C 0.0118 -0.5200 0.1747 -0.242
N -0.9762 -2.8490 0.4116 0.169
I -2.3262 1.5690 0.4461 0.527
I 3.6340 1.4221 0.4971 0.123
H 0.3941 1.3488 -0.4891 -0.030
H -0.7748 0.5303 -1.5698 0.076
H 1.0192 -0.4168 0.7990 0.103
```

Values from the calculation:
E_LUMO (alpha / beta), eV: -2.32 / -3.89
Charge: 0
Frontier orbital gap (alpha / beta), eV: 7.4 / 5.1
Highest occupied orbital energy (alpha / beta), eV: -9.750 / -9.033

## b
Density functional theory data (wB97M-V/def2-TZVPD) for a cluster of 2 separate species, C3H3I2N in total.

XYZ file:
```
9
Properties=species:S:1:pos:R:3:lowdin_charge:R:1
C -0.8203 -0.8707 1.3679 0.048
C 0.0164 -0.6612 0.3254 -0.231
C -0.1352 -0.9729 -1.0788 -0.274
N -0.1263 -1.2421 -2.1987 0.150
H -0.3689 -0.6238 2.2749 0.044
H -1.8547 -1.1290 1.1623 0.077
H 1.0415 -0.3389 0.5239 0.096
I -0.1601 2.8029 -0.8338 0.067
I 2.4076 3.0358 -1.5430 0.023
```

Values from the calculation:
E_LUMO, eV: -1.84
Charge: 0
SMILES string: C=CC#N.II
Frontier orbital gap, eV: 7.6
Highest occupied orbital energy, eV: -9.486

Most stable: b (next structure +197.1 kJ/mol)

## a
Density functional theory data (wB97M-V/def2-TZVPD) for a cluster of 2 separate species, C2H10NS2 in total.

XYZ file:
```
15
Properties=species:S:1:pos:R:3:lowdin_charge:R:1
C -1.6720 0.9174 2.3867 -0.008
N -2.1776 0.2002 1.1699 0.133
H -2.0757 0.4334 3.2670 0.107
H -1.9518 1.9656 2.3267 0.109
H -0.5949 0.8621 2.3746 0.067
H -2.3650 -0.7776 1.3943 0.167
H -3.1219 0.5167 0.9182 0.176
H -1.6130 0.3006 0.3243 0.042
C 2.4733 0.4420 -0.9839 -0.443
S 0.8523 0.3701 -0.1814 0.375
S -0.0419 -1.3307 -1.0548 0.324
H 2.3861 0.2686 -2.0601 0.044
H 2.8394 1.4414 -0.7855 0.038
H 3.1313 -0.3039 -0.5458 0.043
H 0.9889 -1.7481 -1.7977 -0.173
```

Values from the calculation:
E_LUMO, eV: -3.64
Charge: +1
Frontier orbital gap, eV: 8.3
Highest occupied orbital energy, eV: -11.939

## b
Density functional theory data (wB97M-V/def2-TZVPD) for a cluster of 2 separate species, C2H10NS2 in total.

XYZ file:
```
15
Properties=species:S:1:pos:R:3:lowdin_charge:R:1
C 1.1619 -1.5207 -1.4812 0.025
N 1.7494 -0.4865 -0.5231 0.097
H 1.8507 -1.9106 -2.1803 0.080
H 0.9254 -2.2179 -0.6914 0.095
H 0.2639 -0.9264 -1.9928 0.162
H 2.3347 -0.6574 0.3259 0.182
H 1.0055 0.1282 -0.2239 0.008
H 2.4103 0.1172 -1.0389 0.172
C -2.3883 0.6725 0.7213 -0.585
S -1.3943 2.0157 0.3279 0.478
S 0.2244 1.3981 1.6372 0.332
H -2.2733 -0.1240 0.0316 0.008
H -3.4102 1.2188 0.6848 0.075
H -2.2813 0.1974 1.6723 0.022
H -0.1789 2.0957 2.7305 -0.152
```

Values from the calculation:
E_LUMO, eV: -3.70
Charge: +1
Frontier orbital gap, eV: 9.1
Highest occupied orbital energy, eV: -12.763

## c
Density functional theory data (wB97M-V/def2-TZVPD) for a cluster of 2 separate species, C2H10NS2 in total.

XYZ file:
```
15
Properties=species:S:1:pos:R:3:lowdin_charge:R:1
C 2.6837 -0.4431 0.9485 -0.052
N 2.2288 0.7294 0.1792 0.077
H 3.4425 -1.0854 0.5316 0.098
H 1.8379 -1.1788 0.9446 0.090
H 2.9301 -0.0972 1.9512 0.109
H 2.8452 1.5631 0.3328 0.187
H 2.1963 0.5129 -0.8219 0.159
H 1.2807 0.9186 0.5758 -0.033
C -2.2332 -0.6520 -1.5599 -0.477
S -0.7878 -0.8704 -0.5133 0.500
S -0.8128 0.9350 0.6539 0.339
H -2.3267 0.4211 -1.8175 0.039
H -2.1242 -1.0337 -2.5782 0.054
H -3.1866 -0.8930 -1.0947 0.047
H -1.2802 1.8069 1.5727 -0.137
```

Values from the calculation:
E_LUMO, eV: -5.30
Charge: +1
Frontier orbital gap, eV: 7.5
Highest occupied orbital energy, eV: -12.834

Most stable: a (next structure +85.0 kJ/mol)

## a
Density functional theory data (wB97M-V/def2-TZVPD) for a cluster of 14 separate species, C28H84O28 in total.

XYZ file:
```
140
Properties=species:S:1:pos:R:3:lowdin_charge:R:1
C -5.8029 2.4811 5.8870 -0.270
C -5.9196 2.0631 7.3708 -0.231
O -7.2755 2.0518 7.7346 -0.083
O -4.5777 2.8566 5.3272 -0.052
H -6.6541 3.1159 5.6408 0.112
H -6.1979 1.7132 5.2218 0.109
H -5.4767 2.7456 8.0962 0.120
H -5.5760 1.0332 7.4674 0.114
H -7.5350 2.7049 8.3886 0.084
H -4.2484 2.0543 4.9154 0.053
C -2.9828 1.1967 -4.0054 -0.178
C -2.2958 1.5623 -2.6692 -0.233
O -2.9585 2.7518 -2.2090 -0.068
O -2.6259 2.0463 -5.2043 -0.090
H -4.0687 1.1253 -3.9441 0.122
H -2.5805 0.1974 -4.1721 0.098
H -1.2597 1.8109 -2.8991 0.110
H -2.3228 0.6540 -2.0672 0.108
H -2.8928 3.2674 -3.0161 0.058
H -2.0093 1.5996 -5.7891 0.070
C -4.2112 -2.5034 -2.9782 -0.268
C -3.3590 -3.4017 -2.1432 -0.248
O -2.7802 -4.4255 -2.8970 -0.043
O -5.5090 -2.9493 -3.2090 -0.056
H -3.7671 -2.0221 -3.8496 0.118
H -4.4765 -1.6062 -2.4191 0.108
H -3.9854 -3.7937 -1.3419 0.111
H -2.6283 -2.8451 -1.5564 0.117
H -3.2935 -5.2367 -2.8981 0.100
H -6.1156 -2.8249 -2.4754 0.068
C 5.0578 1.9143 -4.8475 -0.227
C 4.5878 0.6818 -5.6221 -0.229
O 5.7130 -0.1729 -5.7280 -0.081
O 5.5512 2.7785 -5.8532 -0.061
H 5.8624 1.7857 -4.1236 0.122
H 4.2658 2.4506 -4.3247 0.102
H 4.0853 0.9166 -6.5604 0.118
H 3.9152 -0.0371 -5.1541 0.105
H 5.4510 -1.0964 -5.7355 0.079
H 6.4215 2.4131 -6.0285 0.084
C -2.8701 -1.0578 4.1198 -0.148
C -1.8496 -0.6026 5.2118 -0.221
O -0.6601 -1.3058 4.9028 -0.076
O -4.1733 -0.2759 4.2511 -0.099
H -3.0864 -2.1123 4.2911 0.118
H -2.3641 -0.9312 3.1627 0.084
H -2.2753 -0.8244 6.1904 0.117
H -1.7192 0.4764 5.2945 0.122
H -0.1582 -0.6301 4.4412 0.059
H -4.7607 -0.6821 3.6096 0.004
C 2.4246 4.9780 2.9504 -0.200
C 0.9062 5.2015 2.6046 -0.205
O 0.9458 6.4015 1.8158 -0.092
O 2.5326 3.6305 3.4666 -0.086
H 2.9213 5.8202 3.4323 0.122
H 3.0531 4.9495 2.0602 0.095
H 0.2917 5.2819 3.5013 0.115
H 0.3902 4.5370 1.9116 0.107
H 0.0274 6.4718 1.5451 0.075
H 3.2231 3.6831 4.1315 0.077
C 0.5196 -2.8329 1.1286 -0.283
C 0.5483 -3.7195 2.3616 -0.185
O -0.6720 -3.5919 3.1504 -0.075
O 1.4660 -2.9897 0.1188 -0.063
H 0.3074 -1.8211 1.4740 0.085
H -0.3559 -2.9319 0.4870 0.114
H 1.4396 -3.3252 2.8497 0.110
H 0.6337 -4.7690 2.0796 0.121
H -0.6538 -2.8644 3.7766 0.025
H 0.9955 -3.3532 -0.6349 0.037
C -7.0335 -1.9256 2.2328 -0.140
C -6.3885 -3.1211 1.4044 -0.245
O -5.9060 -2.7698 0.1438 -0.051
O -5.8965 -1.0109 2.2909 -0.095
H -7.4293 -2.3217 3.1679 0.115
H -7.8984 -1.3529 1.8981 0.112
H -7.0881 -3.9526 1.3195 0.112
H -5.7193 -3.6963 2.0443 0.129
H -6.6799 -2.4115 -0.2968 0.099
H -5.2537 -1.3703 1.6752 0.073
C -0.1487 0.7700 0.3482 -0.141
C -0.6755 0.8996 1.8124 -0.215
O 0.2433 0.4277 2.7229 -0.075
O 1.1659 1.3987 0.1245 -0.099
H -0.8222 1.0707 -0.4544 0.091
H 0.1689 -0.2549 0.1570 0.098
H -1.6664 0.4857 1.9992 0.112
H -0.7032 1.9595 2.0652 0.116
H 1.0774 0.8712 2.5525 0.084
H 1.3313 1.6346 -0.7913 0.042
C 3.3986 -0.7948 2.2817 -0.216
C 4.4219 0.0763 3.1293 -0.245
O 4.6679 -0.2402 4.4546 -0.052
O 3.8972 -2.0563 1.9039 -0.056
H 3.1558 -0.1991 1.4017 0.102
H 2.4497 -0.9478 2.7956 0.104
H 4.0390 1.0961 3.1663 0.101
H 5.4074 0.1118 2.6650 0.114
H 4.5654 -1.1934 4.5036 0.087
H 4.5236 -1.8164 1.2171 0.055
C 5.6606 -3.9765 -2.0281 -0.238
C 4.9125 -3.1349 -1.0309 -0.273
O 4.5885 -1.9011 -1.5947 -0.057
O 4.8364 -4.8897 -2.7274 -0.043
H 6.4897 -4.3548 -1.4302 0.114
H 6.1767 -3.2497 -2.6554 0.122
H 5.5898 -3.0139 -0.1855 0.106
H 4.0454 -3.5518 -0.5185 0.122
H 3.7830 -1.5498 -1.2083 0.070
H 5.3199 -5.2740 -3.4623 0.089
C 1.6962 -5.5177 -3.3431 -0.265
C 1.3697 -3.9347 -3.2167 -0.135
O 0.1678 -3.7418 -2.3618 -0.095
O 0.5691 -6.2343 -3.6589 -0.038
H 2.2060 -5.8671 -2.4453 0.108
H 2.5143 -5.5564 -4.0624 0.102
H 1.2225 -3.5435 -4.2234 0.102
H 2.2639 -3.3644 -2.9653 0.097
H -0.4313 -4.4356 -2.6471 0.050
H 0.8471 -6.9902 -4.1813 0.097
C -0.6019 5.1608 -3.1887 -0.214
C 0.6435 4.4889 -2.6206 -0.215
O 1.4843 3.7340 -3.5216 -0.068
O -0.2271 6.4778 -3.7028 -0.053
H -1.4178 5.0698 -2.4715 0.111
H -0.9294 4.5726 -4.0459 0.106
H 0.2145 3.8956 -1.8131 0.101
H 1.2784 5.2462 -2.1607 0.128
H 0.9606 3.4413 -4.2710 0.084
H -0.9382 7.0137 -3.3440 0.075
C 4.1358 2.0254 -1.0858 -0.228
C 3.7221 3.4305 -0.7630 -0.232
O 3.8402 4.0770 -1.9963 -0.056
O 3.1623 1.3448 -1.8644 -0.080
H 4.3819 1.4856 -0.1714 0.108
H 4.9817 1.9690 -1.7709 0.116
H 4.3297 3.8939 0.0142 0.126
H 2.6942 3.4175 -0.4006 0.106
H 3.2374 3.5710 -2.5461 0.027
H 3.4638 0.5331 -2.2790 0.080
```

Values from the calculation:
E_LUMO, eV: -0.02
Charge: 0
Frontier orbital gap, eV: 9.4
Highest occupied orbital energy, eV: -9.428

## b
Density functional theory data (wB97M-V/def2-TZVPD) for a cluster of 14 separate species, C28H84O28 in total.

XYZ file:
```
140
Properties=species:S:1:pos:R:3:lowdin_charge:R:1
C 1.3675 2.5903 3.3382 -0.228
C 2.8323 2.9086 3.1063 -0.210
O 3.5182 1.7717 2.5396 -0.085
O 1.2948 1.8180 4.5402 -0.079
H 0.8373 2.1025 2.5178 0.103
H 0.8121 3.5145 3.5173 0.117
H 3.2915 3.0919 4.0782 0.122
H 3.0099 3.6889 2.3659 0.102
H 3.4284 1.0497 3.1734 0.044
H 1.7277 0.9640 4.4097 0.029
C 2.6397 -2.0589 -3.6397 -0.201
C 3.2093 -1.0755 -4.6721 -0.207
O 2.1996 -0.8402 -5.6590 -0.068
O 1.6803 -1.4291 -2.7822 -0.093
H 3.4178 -2.5429 -3.0419 0.115
H 2.1821 -2.8681 -4.2141 0.124
H 4.1015 -1.4385 -5.1809 0.124
H 3.4474 -0.0745 -4.3057 0.115
H 1.6719 -0.1059 -5.3313 0.073
H 1.0956 -2.1049 -2.4234 0.047
C -2.3454 -1.5327 4.0154 -0.182
C -1.7234 -0.2283 4.4720 -0.236
O -1.8529 0.8356 3.5734 -0.058
O -1.4381 -2.1972 3.1126 -0.095
H -3.3093 -1.3343 3.5401 0.124
H -2.4853 -2.2382 4.8364 0.124
H -0.6619 -0.4550 4.6334 0.116
H -2.1029 0.1270 5.4309 0.132
H -1.4318 0.5929 2.7361 0.051
H -1.5093 -3.1358 3.2984 0.100
C -3.8716 4.0486 3.9533 -0.229
C -3.1149 3.9554 2.6178 -0.195
O -3.6963 3.0040 1.7040 -0.082
O -3.5864 3.0088 4.8673 -0.059
H -4.9481 4.0843 3.7621 0.120
H -3.5750 4.9672 4.4602 0.121
H -2.0724 3.6529 2.7666 0.107
H -2.9526 4.9228 2.1405 0.123
H -4.0115 2.2365 2.1885 0.092
H -3.6436 2.1796 4.3802 0.055
C 3.4716 -4.2441 1.3339 -0.233
C 3.5894 -3.1432 0.2616 -0.217
O 4.9038 -3.3737 -0.2672 -0.073
O 4.4043 -4.0994 2.4105 -0.068
H 3.7120 -5.2384 0.9585 0.123
H 2.4290 -4.1254 1.6475 0.101
H 3.5236 -2.1910 0.8023 0.114
H 2.7602 -3.0994 -0.4436 0.103
H 5.4511 -3.3210 0.5236 0.074
H 5.0881 -4.7534 2.2501 0.086
C -1.8367 -0.8674 -3.8652 -0.195
C -2.3841 -2.2996 -3.9584 -0.189
O -1.3600 -3.2197 -3.5731 -0.078
O -0.6867 -0.7155 -4.7043 -0.078
H -1.4575 -0.7857 -2.8410 0.113
H -2.6371 -0.1543 -4.0485 0.128
H -2.7370 -2.5292 -4.9653 0.129
H -3.2288 -2.4468 -3.2819 0.102
H -1.2490 -3.8758 -4.2660 0.103
H -0.0102 -1.3425 -4.4268 0.056
C -1.1805 2.5476 -4.0494 -0.240
C -1.5585 4.0359 -4.0042 -0.269
O -1.0753 4.7555 -5.0797 -0.034
O -1.5467 2.0625 -5.3241 -0.059
H -1.7276 1.9600 -3.3130 0.072
H -0.1093 2.5115 -3.8255 0.124
H -1.1472 4.4811 -3.0927 0.100
H -2.6228 4.1676 -3.7748 0.111
H -1.2208 4.2345 -5.8777 0.086
H -1.2471 1.1475 -5.3476 0.047
C -5.1283 1.7463 -1.6133 -0.236
C -3.7310 2.3208 -1.8309 -0.263
O -3.4586 3.4069 -1.0030 -0.056
O -6.0770 2.3752 -2.4582 -0.059
H -5.4021 1.8666 -0.5603 0.117
H -5.1711 0.6660 -1.7833 0.103
H -3.7286 2.6179 -2.8787 0.107
H -3.0207 1.5152 -1.6135 0.096
H -3.4572 3.1612 -0.0648 0.034
H -6.9551 2.4694 -2.0873 0.080
C 0.2220 -0.7255 0.1618 -0.182
C -0.1315 0.7545 -0.0447 -0.199
O -1.1042 1.2182 0.8954 -0.096
O 0.3694 -0.9832 1.5480 -0.074
H 1.1973 -0.8043 -0.3160 0.107
H -0.5848 -1.3016 -0.2899 0.094
H -0.4646 1.0061 -1.0586 0.118
H 0.7616 1.3822 0.0440 0.108
H -1.1056 2.1794 0.7529 0.052
H -0.4295 -1.3350 1.9724 0.041
C 2.9625 -1.3626 5.8232 -0.215
C 2.4576 -1.8203 4.4737 -0.211
O 2.2237 -0.6891 3.6453 -0.101
O 4.2630 -0.7469 5.7057 -0.059
H 2.8971 -2.1082 6.6194 0.115
H 2.3548 -0.5583 6.2476 0.119
H 1.5650 -2.4470 4.5403 0.121
H 3.2347 -2.3951 3.9585 0.103
H 1.6501 -0.8640 2.8840 0.061
H 4.6928 -1.1662 4.9531 0.077
C -4.2287 -3.2175 -0.5075 -0.223
C -3.0590 -2.2986 -0.1688 -0.262
O -3.3713 -0.9219 -0.2879 -0.049
O -3.9070 -4.5829 -0.2580 -0.059
H -4.5571 -3.1049 -1.5422 0.111
H -5.0614 -2.9149 0.1293 0.124
H -2.2218 -2.5332 -0.8410 0.084
H -2.6297 -2.6116 0.7887 0.108
H -2.6748 -0.3957 0.1240 0.058
H -3.5828 -5.0087 -1.0556 0.083
C 0.0929 -5.9418 -0.8118 -0.226
C -0.1855 -4.5321 -0.3324 -0.208
O 0.2572 -3.6230 -1.3276 -0.106
O -0.5959 -6.2049 -2.0328 -0.055
H -0.1959 -6.6750 -0.0516 0.121
H 1.1673 -6.0952 -0.9462 0.121
H 0.3664 -4.2426 0.5627 0.113
H -1.2493 -4.3463 -0.1584 0.097
H -0.1845 -3.9421 -2.1290 0.049
H -0.2467 -7.0406 -2.3536 0.092
C 0.5909 5.6374 -0.7292 -0.211
C 0.7433 4.3578 0.0552 -0.232
O -0.4594 3.9296 0.6414 -0.072
O -0.0842 6.6367 0.0340 -0.056
H 0.0786 5.5044 -1.6796 0.108
H 1.5889 6.0316 -0.9419 0.125
H 1.4935 4.4410 0.8529 0.105
H 1.2359 3.5935 -0.5523 0.125
H -0.8668 4.7527 0.9424 0.084
H 0.5030 6.9134 0.7443 0.093
C 5.5346 1.0859 -0.7950 -0.231
C 4.5468 0.1292 -1.4794 -0.238
O 3.3020 0.7414 -1.8237 -0.072
O 6.0829 1.9396 -1.7839 -0.067
H 6.3572 0.4584 -0.4484 0.119
H 5.1193 1.6319 0.0541 0.113
H 4.3839 -0.6905 -0.7719 0.095
H 5.1111 -0.2948 -2.3142 0.119
H 2.7714 -0.0315 -2.0641 0.022
H 5.3901 2.5527 -2.0476 0.083
```

Values from the calculation:
E_LUMO, eV: -0.13
Charge: 0
Frontier orbital gap, eV: 9.3
Highest occupied orbital energy, eV: -9.391

Most stable: b (next structure +640.9 kJ/mol)